Model one:
Formula: C3H9O
Source: OMol25
Level of theory: ωB97M-V with the def2-TZVPD basis set

Summary:
**LUMO**: 4.02 eV
**Gap between HOMO and LUMO**: 6.10 eV

Geometry as ORCA input:
```
! RIJCOSX wB97M-V def2-TZVPD def2/J DEFGRID3
* xyz -1 1
O 1.73277 1.71989 1.12582
H 1.04364 2.11492 0.46327
C 0.46057 -0.03069 -0.98625
C -0.66378 -0.25555 0.15562
C -1.58000 -1.47895 -0.17458
H 0.78444 -0.97807 -1.50345
H 1.50911 0.25274 -0.56924
H 0.04407 0.62298 -1.67743
H -1.21202 0.69420 0.09671
H -0.10565 -0.36512 1.11057
H -2.66060 -1.57749 0.10585
H -1.43499 -1.67652 -1.33139
H -1.13087 -2.25568 0.32978
*
```



Model two:
Formula: C3H9O
Source: OMol25
Level of theory: ωB97M-V with the def2-TZVPD basis set

Summary:
**LUMO**: 3.87 eV
**Gap between HOMO and LUMO**: 5.92 eV

Geometry as ORCA input:
```
! RIJCOSX wB97M-V def2-TZVPD def2/J DEFGRID3
* xyz -1 1
O -3.06110 -0.41611 -0.26026
H -3.82846 -0.02096 -0.69418
C 2.21425 0.36457 -0.55979
C 0.82210 -0.20779 -0.25632
C 0.30745 0.20519 1.10518
H 2.82198 0.34812 0.34576
H 2.74663 -0.22393 -1.31074
H 2.18010 1.39368 -0.90815
H 0.07939 0.10127 -1.00051
H 0.89281 -1.28824 -0.39822
H -0.71871 -0.13396 1.24498
H 0.30592 1.29521 1.18266
H 0.92036 -0.19333 1.91972
*
```



So which one is most stable? That would be model two, about 104.1 kJ/mol below the next structure.



Model one:
Formula: C23H32N4O2
Source: OMol25
Level of theory: ωB97M-V with the def2-TZVPD basis set

Summary:
**LUMO**: 0.41 eV
**SMILES**: CCOc1ccccc1CN1CCC(n2nccc2NC(=O)C2CCCC2)CC1
**Gap between HOMO and LUMO**: 8.57 eV

Geometry as ORCA input:
```
! RIJCOSX wB97M-V def2-TZVPD def2/J DEFGRID3
* xyz 0 1
C -2.68376 1.37141 -2.32279
C -2.60463 2.75887 -1.69081
O -1.29988 3.09341 -1.26827
C -0.34759 3.43890 -2.19142
C -0.59727 3.64046 -3.54407
C 0.43112 3.99395 -4.40114
C 1.71905 4.14699 -3.92507
C 1.96921 3.95542 -2.57763
C 0.95540 3.60991 -1.70013
C 1.27289 3.40005 -0.24383
N 2.07285 2.19393 -0.06237
C 2.57246 2.01915 1.28492
C 1.49956 1.60005 2.30216
H 0.79369 2.41916 2.45391
H 1.98084 1.37718 3.25415
C 0.71074 0.37284 1.83492
N 1.48993 -0.83883 1.98054
C 1.01587 -2.11235 1.96241
C 2.09982 -2.95559 2.09756
C 3.19424 -2.08850 2.18957
N 2.81858 -0.82834 2.11901
H 4.23075 -2.33437 2.30522
H 2.08443 -4.02333 2.12078
N -0.34004 -2.38338 1.83797
C -0.89081 -3.62136 1.64964
O -0.24322 -4.63782 1.58762
C -2.40871 -3.54773 1.49931
H -2.79577 -2.91531 2.30347
C -2.77655 -2.95474 0.11933
H -1.95456 -2.39186 -0.32506
H -3.63416 -2.28640 0.21959
C -3.16271 -4.16660 -0.72453
C -3.90153 -5.05171 0.27246
H -4.00583 -6.07845 -0.07280
C -3.04143 -4.94925 1.53234
H -3.61725 -5.11523 2.44129
H -2.23691 -5.68600 1.49700
H -4.89875 -4.64738 0.45821
H -3.76936 -3.89572 -1.58765
H -2.26317 -4.67548 -1.07241
H -0.96277 -1.58984 1.87747
C 0.25279 0.55012 0.37826
C 1.43039 0.97740 -0.50849
H 1.08831 1.11652 -1.53627
H 2.19009 0.19003 -0.50252
H -0.16279 -0.38444 -0.00523
H -0.52533 1.31362 0.33788
H -0.17312 0.26720 2.48635
H 3.03606 2.95250 1.61206
H 3.33799 1.24063 1.25413
H 0.33643 3.39592 0.33093
H 1.88411 4.23687 0.10864
H 2.96892 4.06586 -2.18646
H 2.52066 4.41508 -4.59597
H 0.21481 4.14510 -5.44850
H -1.59101 3.52734 -3.94839
H -3.19947 2.78218 -0.77228
H -3.00300 3.52089 -2.37131
H -2.06377 1.31635 -3.21408
H -3.71253 1.15000 -2.59334
H -2.33435 0.62097 -1.61783
*
```



Model two:
Formula: C23H32N4O2
Source: OMol25
Level of theory: ωB97M-V with the def2-TZVPD basis set

Summary:
**LUMO**: 0.79 eV
**SMILES**: CC(C)n1cc(CN2CCC(Oc3ccc(C(=O)N4CCCC4)cc3)CC2)cn1
**Gap between HOMO and LUMO**: 9.22 eV

Geometry as ORCA input:
```
! RIJCOSX wB97M-V def2-TZVPD def2/J DEFGRID3
* xyz 0 1
C 7.55618 -2.53593 -0.32532
H 6.54489 -2.93348 -0.27711
H 8.18102 -3.23284 -0.87675
H 7.93921 -2.43507 0.68656
C 7.56086 -1.16801 -1.00487
N 6.73522 -0.25405 -0.24817
C 5.62668 0.38950 -0.65808
C 5.17692 1.14605 0.40594
C 6.10485 0.87888 1.42435
N 7.03489 0.03886 1.01252
H 6.12868 1.26689 2.42372
C 3.97437 2.02723 0.45234
N 2.78051 1.29784 0.05218
C 1.64390 2.17230 -0.15267
C 0.48191 1.38649 -0.75115
H -0.36438 2.05034 -0.93410
H 0.79134 0.95427 -1.70374
C 0.08662 0.24412 0.18682
C 1.32070 -0.61682 0.44673
C 2.44937 0.24740 0.99570
H 2.14911 0.66885 1.97498
H 3.33976 -0.36534 1.15168
H 1.07762 -1.41331 1.15082
H 1.63105 -1.06943 -0.49499
H -0.27605 0.64769 1.14420
O -0.89837 -0.59751 -0.38998
C -2.19526 -0.19977 -0.44774
C -3.05340 -1.06628 -1.13113
C -4.39810 -0.78848 -1.23675
C -4.92618 0.36481 -0.66405
C -4.07242 1.23529 -0.00449
C -2.72119 0.95935 0.11431
H -2.09398 1.65997 0.64255
H -4.47029 2.14456 0.42156
C -6.37294 0.71573 -0.81438
O -6.74850 1.68899 -1.44397
N -7.23616 -0.13003 -0.21230
C -6.88120 -1.16948 0.73814
C -8.22539 -1.65780 1.28383
H -8.14800 -2.00088 2.31339
C -9.13265 -0.43843 1.12767
H -10.18916 -0.69638 1.12092
C -8.66367 0.13987 -0.20210
H -8.83064 1.21304 -0.30849
H -9.14322 -0.37086 -1.04549
H -8.94861 0.27340 1.93322
H -8.60110 -2.47798 0.67119
H -6.31916 -1.97357 0.25745
H -6.25609 -0.75067 1.53604
H -5.04178 -1.45888 -1.78768
H -2.63096 -1.95404 -1.57504
H 1.31990 2.64665 0.79449
H 1.93859 2.96651 -0.84333
H 3.87494 2.45527 1.46684
H 4.10363 2.85646 -0.25168
H 5.22702 0.27241 -1.64444
C 8.97715 -0.60583 -1.10833
H 8.96792 0.35853 -1.61120
H 9.61298 -1.28671 -1.66720
H 9.38459 -0.47329 -0.10976
H 7.11646 -1.24639 -2.00367
*
```



So which one is most stable? That would be model two, about 10.7 kJ/mol below the next structure.